(1)
This record from the Open Molecules 2025 dataset describes 2 unconnected molecules or ions with the total composition C11H15N at a distorted geometry. The level of theory is the ωB97M-V functional and the def2-TZVPD basis.

Properties
Kohn-Sham gap: 8.8 eV
ΔE to the lowest compared entry with this formula, charge and spin: 1.115 eV
SMILES string: Cc1c[nH]c2ccccc12.CC

```
27
C11H15N (the ωB97M-V functional and the def2-TZVPD basis)
C -2.207 1.989 -0.172
C -1.226 1.618 -1.246
C -1.607 1.443 -2.545
N -0.449 1.153 -3.298
C 0.565 0.838 -2.436
C 1.844 0.322 -2.723
C 2.658 0.183 -1.621
C 2.285 0.513 -0.276
C 1.035 1.015 -0.094
C 0.140 1.193 -1.146
H -2.571 1.111 0.364
H -2.958 2.617 -0.628
H -1.692 2.617 0.556
H -2.528 1.334 -3.085
H -0.536 1.065 -4.290
H 2.330 0.278 -3.684
H 3.699 -0.018 -1.813
H 3.090 0.715 0.417
H 0.737 1.235 0.934
C 0.130 -3.016 3.900
C -0.719 -2.233 2.866
H 0.321 -3.993 3.461
H 0.995 -2.470 4.246
H -0.565 -3.328 4.687
H -1.110 -1.288 3.241
H -0.108 -2.123 1.965
H -1.556 -2.771 2.419
```


(2)
This record from the Open Molecules 2025 dataset describes a molecular structure, C31H35CrN3O3SSi at a distorted geometry. The level of theory is the ωB97M-V functional and the def2-TZVPD basis.

Properties
multiplicity: 2
total charge: -1
Kohn-Sham gap (spin up / spin down): 7.1 / 6.9 eV
ΔE to the lowest compared entry with this formula, charge and spin: 0.582 eV

```
75
C31H35CrN3O3SSi (the ωB97M-V functional and the def2-TZVPD basis)
Cr -0.368 -0.722 -0.007
O 1.018 0.170 -1.126
C 2.200 -0.374 -1.189
C 2.800 -0.572 -2.451
C 4.055 -1.121 -2.577
C 4.804 -1.442 -1.450
C 4.265 -1.235 -0.198
C 2.966 -0.748 -0.034
C 2.433 -0.538 1.284
N 1.162 -0.449 1.473
N 0.654 -0.105 2.674
C -0.497 0.536 2.514
O -0.942 0.882 1.376
C -1.258 0.957 3.706
C -2.564 1.415 3.505
C -3.313 1.892 4.561
C -2.771 1.925 5.837
C -1.488 1.442 6.052
C -0.734 0.957 4.999
H 2.224 -0.300 -3.324
H 4.459 -1.300 -3.564
H 5.800 -1.845 -1.555
H 4.851 -1.471 0.683
H 3.122 -0.402 2.120
H -2.968 1.390 2.503
H -4.317 2.264 4.396
H -3.355 2.310 6.663
H -1.075 1.466 7.052
H 0.266 0.583 5.152
C -0.976 -3.646 2.940
C -2.320 -3.507 3.279
C -3.090 -2.616 2.552
C -2.515 -1.876 1.520
N -1.187 -1.971 1.247
C -0.464 -2.863 1.935
C -3.192 -0.977 0.606
C -4.558 -0.692 0.667
C -5.115 0.175 -0.249
C -4.297 0.792 -1.186
C -2.942 0.512 -1.229
C -2.348 -0.405 -0.373
H -0.342 -4.350 3.452
H -2.744 -4.094 4.079
H -4.137 -2.496 2.788
H 0.580 -2.940 1.661
H -5.170 -1.132 1.444
H -6.175 0.388 -0.225
H -4.727 1.503 -1.878
H -2.326 1.006 -1.965
C -1.027 3.181 -3.440
S 0.022 1.713 -2.900
C 1.404 2.822 -2.374
O 0.468 1.136 -4.174
H -0.489 3.795 -4.154
H -1.285 3.760 -2.560
H -1.929 2.792 -3.899
H 1.094 3.344 -1.478
H 1.644 3.513 -3.173
H 2.259 2.193 -2.158
C -0.960 -4.495 -3.561
Si -1.592 -3.126 -2.344
C -2.573 -1.915 -3.453
C -2.832 -3.982 -1.151
C -0.165 -2.377 -1.374
H -1.770 -4.994 -4.090
H -0.387 -5.266 -3.054
H -0.307 -4.060 -4.311
H -2.924 -2.384 -4.368
H -1.956 -1.070 -3.733
H -3.436 -1.522 -2.927
H -3.555 -4.612 -1.662
H -3.381 -3.227 -0.599
H -2.316 -4.597 -0.419
H 0.588 -2.090 -2.114
H 0.291 -3.201 -0.809
```


(3)
This record from the Open Molecules 2025 dataset describes 5 unconnected molecules or ions with the total composition C18H50N4O5 at a distorted geometry. The level of theory is the ωB97M-V functional and the def2-TZVPD basis.

Properties
Kohn-Sham gap: 9.5 eV
ΔE to the lowest compared entry with this formula, charge and spin: 0.738 eV
SMILES string: COC[C@H](C)N.COC[C@H](C)N.COC[C@H](C)N.COC[C@H](C)N.CCO

```
77
C18H50N4O5 (the ωB97M-V functional and the def2-TZVPD basis)
C -6.920 5.081 -11.086
O -5.611 4.622 -10.844
C -5.261 3.690 -11.849
C -3.813 3.287 -11.750
C -3.357 2.647 -13.074
N -3.642 2.266 -10.696
H -7.259 5.684 -10.246
H -7.589 4.257 -11.335
H -6.983 5.797 -11.919
H -5.878 2.790 -11.750
H -5.465 4.168 -12.812
H -3.107 4.097 -11.544
H -3.891 1.721 -13.288
H -2.293 2.434 -13.171
H -3.572 3.371 -13.871
H -4.213 2.520 -9.893
H -2.701 2.177 -10.340
C -9.193 -0.748 -8.282
O -10.009 -0.034 -7.402
C -10.253 1.299 -7.806
C -10.626 2.083 -6.560
C -10.839 3.568 -6.839
N -9.713 1.838 -5.444
H -9.310 -0.377 -9.308
H -9.319 -1.827 -8.264
H -8.124 -0.567 -8.101
H -9.289 1.743 -8.111
H -10.911 1.353 -8.670
H -11.596 1.654 -6.252
H -11.851 3.755 -7.203
H -10.137 3.997 -7.557
H -10.731 4.122 -5.906
H -9.836 0.848 -5.228
H -10.004 2.262 -4.569
C -13.338 9.796 -11.950
O -12.129 9.159 -11.628
C -12.308 7.792 -11.359
C -11.307 7.348 -10.289
C -9.899 7.401 -10.894
N -11.572 5.982 -9.853
H -13.182 10.791 -12.355
H -13.931 9.933 -11.032
H -14.022 9.234 -12.594
H -13.322 7.624 -10.962
H -12.234 7.150 -12.244
H -11.320 8.016 -9.422
H -9.723 6.591 -11.605
H -9.228 7.256 -10.042
H -9.706 8.345 -11.397
H -10.817 5.616 -9.279
H -12.374 5.987 -9.226
C -9.546 -0.236 -17.306
O -8.644 0.749 -16.918
C -9.111 1.553 -15.843
C -8.075 2.591 -15.498
C -6.926 2.015 -14.678
N -8.631 3.760 -14.811
H -9.034 -0.981 -17.927
H -10.356 0.167 -17.925
H -9.955 -0.870 -16.508
H -10.089 1.972 -16.124
H -9.354 0.901 -14.988
H -7.629 2.937 -16.433
H -7.126 1.738 -13.641
H -6.150 2.774 -14.527
H -6.418 1.241 -15.255
H -9.214 4.304 -15.436
H -9.210 3.461 -14.030
C -11.855 2.531 -12.276
C -10.977 2.730 -11.031
O -10.233 3.923 -11.169
H -12.737 3.178 -12.223
H -12.271 1.520 -12.285
H -11.355 2.828 -13.196
H -10.338 1.877 -10.819
H -11.653 2.871 -10.178
H -10.782 4.726 -11.052
```


(4)
This record from the Open Molecules 2025 dataset describes a molecular structure, C45H57AuGeN3O3PS at a distorted geometry. The level of theory is the ωB97M-V functional and the def2-TZVPD basis.

Properties
multiplicity: 2
total charge: +1
Kohn-Sham gap (spin up / spin down): 6.5 / 5.7 eV

```
112
C45H57AuGeN3O3PS (the ωB97M-V functional and the def2-TZVPD basis)
Au 1.260 -0.344 -0.319
O 1.563 0.333 1.842
N 2.728 -0.039 2.363
C 2.764 -0.309 3.688
C 3.928 -0.701 4.286
C 5.082 -0.815 3.504
C 5.027 -0.513 2.166
C 3.821 -0.118 1.573
S 3.665 0.225 -0.109
H 1.821 -0.180 4.198
H 3.934 -0.915 5.344
H 6.010 -1.150 3.947
H 5.899 -0.586 1.532
C 3.149 -4.058 -0.394
C 2.114 -4.773 -1.269
C 0.843 -3.933 -1.389
C 0.161 -3.696 -0.014
C 1.122 -4.104 1.117
C 2.512 -3.514 0.906
P -0.477 -1.955 0.092
C -1.444 -1.823 1.660
C -2.484 -2.969 1.806
C -2.100 -3.973 2.891
C -1.971 -3.303 4.268
C -1.518 -1.838 4.160
C -0.620 -1.613 2.945
C -1.813 -1.919 -1.193
C -1.263 -1.626 -2.617
C -1.555 -0.190 -3.049
C -3.059 0.061 -3.163
C -3.822 -0.661 -2.038
C -2.924 -0.919 -0.830
H 3.581 -3.231 -0.960
H 3.959 -4.748 -0.155
H 1.885 -5.761 -0.863
H 2.524 -4.930 -2.267
H 0.139 -4.399 -2.082
H 1.152 -2.988 -1.822
H -0.746 -4.303 0.063
H 1.192 -5.195 1.112
H 0.729 -3.838 2.091
H 3.146 -3.720 1.770
H 2.416 -2.425 0.842
H -1.985 -0.886 1.524
H -2.630 -3.496 0.863
H -3.452 -2.530 2.063
H -1.164 -4.463 2.618
H -2.856 -4.758 2.933
H -1.263 -3.867 4.877
H -2.930 -3.345 4.787
H -0.991 -1.545 5.070
H -2.389 -1.184 4.077
H 0.234 -2.288 3.011
H -0.222 -0.596 2.935
H -2.248 -2.923 -1.186
H -1.730 -2.313 -3.329
H -0.192 -1.808 -2.666
H -1.068 0.013 -4.006
H -1.115 0.501 -2.321
H -3.417 -0.292 -4.132
H -3.248 1.135 -3.128
H -4.196 -1.624 -2.395
H -4.695 -0.081 -1.734
H -3.526 -1.313 -0.012
H -2.481 0.022 -0.490
C 2.813 -0.787 -5.458
N 2.285 0.165 -4.484
C 2.017 1.457 -4.809
C 1.515 2.326 -3.916
C 1.262 1.858 -2.583
O 0.819 2.658 -1.709
N 1.493 0.573 -2.298
C 2.041 -0.305 -3.203
O 2.314 -1.457 -2.914
H 2.835 -0.310 -6.434
H 2.179 -1.669 -5.490
H 3.817 -1.100 -5.176
H 2.240 1.746 -5.827
H 1.295 3.351 -4.167
C 1.791 3.385 0.881
Ge 0.122 2.575 0.301
C -0.853 2.096 1.966
C -0.108 2.289 3.131
C -0.596 1.859 4.358
C -1.817 1.208 4.433
C -2.556 0.996 3.280
C -2.073 1.422 2.051
C -1.213 3.717 -0.583
C -2.386 3.074 -0.904
C -3.369 3.664 -1.730
C -3.158 4.904 -2.245
C -1.963 5.611 -1.959
C -1.745 6.899 -2.507
C -0.601 7.591 -2.242
C 0.382 7.017 -1.409
C 0.194 5.778 -0.866
C -0.977 5.026 -1.124
H 1.545 4.246 1.503
H 2.369 3.686 0.012
H 2.368 2.668 1.458
H 0.843 2.801 3.101
H -0.019 2.040 5.256
H -2.193 0.868 5.390
H -3.517 0.500 3.334
H -2.687 1.261 1.180
H -2.582 2.076 -0.535
H -4.285 3.127 -1.945
H -3.902 5.374 -2.877
H -2.511 7.325 -3.144
H -0.445 8.575 -2.663
H 1.291 7.566 -1.197
H 0.958 5.361 -0.229
```


(5)
This record from the Open Molecules 2025 dataset describes a molecular structure, C2H2AgFNaO2 at a distorted geometry. The level of theory is the ωB97M-V functional and the def2-TZVPD basis.

Properties
multiplicity: 2
Kohn-Sham gap (spin up / spin down): 6.3 / 7.4 eV
ΔE to the lowest compared entry with this formula, charge and spin: 0.000 eV

```
9
C2H2AgFNaO2 (the ωB97M-V functional and the def2-TZVPD basis)
H -2.779 -1.448 -0.651
O -0.167 0.610 -0.806
C 0.965 0.406 -0.342
C 1.246 -0.050 0.971
O 0.283 -0.386 1.729
H 2.286 0.001 1.331
Ag -1.777 -0.281 0.888
Na -2.080 0.618 -1.934
F 2.022 0.531 -1.186
```


(6)
This record from the Open Molecules 2025 dataset describes a molecular structure, C22H37BrHfNO2P3 at a distorted geometry. The level of theory is the ωB97M-V functional and the def2-TZVPD basis.

Properties
total charge: +4
Kohn-Sham gap: 5.4 eV
ΔE to the lowest compared entry with this formula, charge and spin: 0.243 eV

```
67
C22H37BrHfNO2P3 (the ωB97M-V functional and the def2-TZVPD basis)
P -0.052 -1.108 3.123
C 1.649 -1.415 3.708
H 1.642 -1.866 4.713
H 2.195 -0.459 3.744
H 2.166 -2.093 3.010
C -0.619 0.185 4.275
H -1.617 0.525 3.965
H 0.088 1.023 4.272
H -0.674 -0.248 5.283
C -1.013 -2.511 3.772
H -0.912 -2.556 4.865
H -0.661 -3.451 3.332
H -2.066 -2.361 3.492
P -0.519 -2.594 -2.365
C 1.020 -3.496 -2.751
H 0.815 -4.275 -3.501
H 1.425 -3.958 -1.837
H 1.758 -2.786 -3.154
C -1.670 -3.962 -1.973
H -2.695 -3.576 -1.907
H -1.395 -4.440 -1.029
H -1.597 -4.703 -2.780
C -1.200 -2.252 -4.028
H -1.334 -3.207 -4.554
H -0.515 -1.621 -4.598
H -2.165 -1.741 -3.923
P 0.477 2.905 -1.389
C 2.207 3.219 -1.850
H 2.267 4.155 -2.430
H 2.599 2.394 -2.465
H 2.811 3.301 -0.931
C -0.457 3.566 -2.798
H -0.043 4.555 -3.036
H -1.517 3.648 -2.521
H -0.353 2.909 -3.669
C 0.166 4.240 -0.191
H 0.169 5.189 -0.744
H 0.945 4.265 0.577
H -0.819 4.069 0.264
Hf -0.904 -0.078 -0.196
C 0.072 -2.124 0.496
O 0.653 -3.115 0.735
C 0.368 0.252 -2.169
O 1.055 0.305 -3.120
C -2.594 0.729 -1.417
C -2.361 1.613 -0.343
C -2.345 1.131 0.977
C -2.641 -0.230 1.227
C -2.866 -1.133 0.160
C -2.859 -0.640 -1.171
H -2.711 1.127 -2.426
H -2.288 2.675 -0.509
H -2.186 1.813 1.810
H -2.785 -0.562 2.254
H -3.180 -2.163 0.402
H -3.177 -1.277 -2.000
Br 2.706 3.500 3.232
C 2.653 2.007 1.993
C 3.831 1.413 1.556
C 3.701 0.372 0.640
C 2.439 -0.026 0.190
N 1.299 0.552 0.630
C 1.402 1.558 1.542
H 4.790 1.771 1.932
H 4.599 -0.118 0.268
H 2.352 -0.824 -0.551
H 0.470 2.007 1.888
```


(7)
This record from the Open Molecules 2025 dataset describes C7H9NOS in the gas phase at a distorted geometry. The level of theory is the ωB97M-V functional and the def2-TZVPD basis.

Properties
Kohn-Sham gap: 6.7 eV
ΔE to the lowest compared entry with this formula, charge and spin: 5.398 eV

```
19
C7H9NOS (the ωB97M-V functional and the def2-TZVPD basis)
C -1.837 2.229 1.856
C -1.477 2.128 3.180
C -1.441 1.017 1.205
C -0.750 0.034 1.907
C 0.563 -0.211 -0.759
C 2.007 0.031 -0.827
C -0.143 -1.559 -0.838
N -0.197 0.861 -0.638
O -1.529 0.911 -0.161
S -0.535 0.629 3.505
H -2.366 3.099 1.483
H -1.817 2.729 4.088
H 2.154 0.988 -1.526
H 2.471 -0.863 -1.218
H 2.209 0.358 0.322
H 0.384 -2.156 -1.731
H -1.184 -1.509 -0.729
H 0.112 -2.168 -0.002
H 0.213 1.745 -0.487
```